# C37H48IrN7O4Sb

A structure of composition C37H48IrN7O4Sb (the ωB97M-V functional and the def2-TZVPD basis, the Open Molecules 2025 dataset).

Properties
- Calculated total energy: -2467.13006 Ha
- ⟨S²⟩: 6.0306
- Highest occupied orbital energy (alpha / beta): -0.3275 / -0.3890 hartree
- Frontier orbital gap (alpha / beta): 0.2168 / 0.2355 Eh

Geometry as ORCA input:
```
! RIJCOSX wB97M-V def2-TZVPD def2/J DEFGRID3
* xyz 1 5
Ir 0.2824 -0.8671 -1.1911
C -4.6435 3.7260 -0.2021
C -3.8834 2.4857 -0.5934
C -3.9775 1.9630 -1.8837
C -3.2373 0.8622 -2.2542
C -2.3876 0.2154 -1.3503
N -1.5652 -0.8509 -1.7708
C -2.0466 -1.8065 -2.6806
C -3.4000 -2.1737 -2.6062
C -3.9330 -3.1884 -3.3596
C -3.1215 -3.9121 -4.2320
C -3.6668 -5.0734 -5.0211
C -1.7895 -3.5623 -4.3243
C -1.2244 -2.5100 -3.5941
N 0.1455 -2.2075 -3.8102
C 0.9821 -2.9275 -4.6699
C 2.3030 -2.8344 -4.5910
C 2.8621 -1.7890 -3.6815
N 0.7277 -1.2765 -3.0121
C -2.2852 0.7358 -0.0519
C -3.0267 1.8617 0.2977
N -1.5040 0.1607 0.9797
C -2.0873 -0.2821 2.2745
C -0.1185 0.1878 3.9116
C 0.0397 -1.1298 1.8016
N -0.3650 -0.5676 0.7280
H -5.6401 3.7323 -0.6453
H -4.1228 4.6198 -0.5566
H -4.7447 3.8073 0.8796
H -4.6239 2.4422 -2.6133
H -3.2905 0.4873 -3.2705
H -4.0268 -1.6494 -1.8968
H -4.9825 -3.4433 -3.2543
H -4.7139 -4.9157 -5.2784
H -3.6074 -5.9926 -4.4334
H -3.1052 -5.2320 -5.9416
H -1.1815 -4.1447 -4.9998
H 0.5026 -3.5535 -5.4002
H 2.9507 -3.4088 -5.2375
H 3.7042 -1.2894 -4.1647
H -2.9107 2.2648 1.2986
H -2.4599 0.5931 2.8020
H 0.7865 -0.2966 4.2829
H 0.9408 -1.7318 1.8106
O 6.1957 -2.9164 -0.7386
C 5.8269 -1.8793 -0.0039
O 6.5536 -1.3624 0.7973
C 4.4317 -1.3406 -0.1668
C 3.9544 -0.4330 0.7517
N 2.7039 -0.1425 0.4002
N 2.3223 -0.7784 -0.7045
C 3.3692 -1.5160 -1.0792
C 3.4332 -2.3070 -2.3530
O 4.1278 -3.2841 -2.4127
O 1.8955 -0.7637 -3.5336
H 5.4755 -3.2113 -1.3165
H 4.4526 -0.0001 1.6069
H 2.0618 0.5151 0.8342
C 3.4866 2.8115 2.7010
C 2.6064 2.1118 3.7385
C 2.4959 2.9793 4.9973
C 3.1875 0.7440 4.0865
Sb 0.5995 1.9736 2.8267
C -0.8282 -0.8516 2.9955
C -3.2320 -1.2624 2.0468
C -1.0794 -2.1523 3.7758
C -0.9665 0.6019 5.1175
C 0.5356 3.3950 -0.9010
C 0.4031 4.5451 0.0410
C 1.8479 2.7203 -1.1343
C -0.5864 3.0867 -1.8373
H 4.4914 2.9749 3.1119
H 3.0840 3.7886 2.4175
H 3.6007 2.2223 1.7830
H 3.4846 3.0937 5.4632
H 1.8310 2.5337 5.7431
H 2.1223 3.9805 4.7664
H 4.2496 0.8496 4.3464
H 3.1222 0.0327 3.2540
H 2.6906 0.2969 4.9501
H -2.8967 -2.1378 1.4852
H -4.0279 -0.7745 1.4813
H -3.6528 -1.5964 2.9964
H -1.3756 -2.9686 3.1158
H -1.8598 -2.0230 4.5266
H -0.1641 -2.4518 4.2925
H -1.9141 1.0634 4.8294
H -0.4325 1.3292 5.7306
H -1.1941 -0.2539 5.7592
H 1.2454 4.6054 0.7348
H -0.5220 4.4787 0.6273
H 0.3533 5.5102 -0.4920
H 2.5470 2.8688 -0.3035
H 2.3477 3.0943 -2.0472
H 1.6918 1.6477 -1.3003
H -1.5625 3.3177 -1.3960
H -0.5770 2.0314 -2.1344
H -0.5111 3.6740 -2.7711
*
```

Atomic partial charges in e from the Löwdin method, atoms 1 to 8: atom 1 (Ir): 1.18, atom 2 (C): -0.03, atom 3 (C): -0.27, atom 4 (C): -0.03, atom 5 (C): -0.02, atom 6 (C): -0.25, atom 7 (N): -0.10, atom 8 (C): -0.20